Record 1
C38H34ClFeN7O2 as an isolated structure, computed with the ωB97M-V functional and the def2-TZVPD basis.

Each line ends with the Mulliken charge.
Atoms and positions in Å:
1 Fe 0.0559 -0.2830 1.0878  0.281
2 Cl -0.3441 6.6610 -0.1502  -0.219
3 C -0.2282 5.0561 0.4955  -0.057
4 C 0.6387 4.8047 1.5679  -0.657
5 C 0.7443 3.5429 2.1001  -0.672
6 C 0.0035 2.4770 1.5576  -0.261
7 O 0.0607 1.2902 2.0878  -0.702
8 C -0.8585 2.7366 0.4788  0.919
9 C -1.6709 1.7128 -0.1009  -0.444
10 N -1.5587 0.4223 -0.0141  1.424
11 C -2.4788 -0.3053 -0.8604  0.659
12 C -3.0206 0.2716 -1.9884  -1.007
13 C -3.9216 -0.4022 -2.8302  -1.362
14 C -4.2877 -1.6854 -2.5681  -0.843
15 C -3.7327 -2.3426 -1.4506  1.013
16 C -4.0731 -3.6808 -1.1459  -0.883
17 C -3.5034 -4.3015 -0.0788  -1.154
18 C -2.5632 -3.5736 0.6755  -0.216
19 N -2.2299 -2.3314 0.4394  0.438
20 C -2.8140 -1.6751 -0.5984  -0.508
21 C -0.9846 4.0444 -0.0300  -1.016
22 H 1.2198 5.6209 1.9763  0.450
23 H 1.3970 3.3410 2.9391  0.534
24 H -2.4852 2.1153 -0.6934  0.820
25 H -2.7309 1.2638 -2.2983  0.252
26 H -4.3136 0.1172 -3.6948  0.501
27 H -4.9849 -2.2151 -3.2048  0.469
28 H -4.7871 -4.1960 -1.7771  0.462
29 H -3.7433 -5.3226 0.1821  0.440
30 H -2.0512 -4.0667 1.4989  0.448
31 H -1.6669 4.2455 -0.8473  0.492
32 C 6.6408 2.1565 0.5255  -1.574
33 C 5.2138 1.7216 0.3376  0.220
34 C 4.5838 1.7771 -0.9007  -1.350
35 C 3.2921 1.3345 -1.0657  -0.929
36 C 2.5049 0.8376 -0.0057  1.156
37 N 1.1843 0.4428 -0.2119  1.581
38 C 0.7146 0.3081 -1.5358  -0.954
39 C 0.5408 1.3959 -2.3956  0.181
40 C 0.0085 1.2402 -3.6622  -1.298
41 C -0.4060 -0.0063 -4.1292  0.179
42 C -1.0418 -0.1641 -5.4826  -1.476
43 C -0.2663 -1.0902 -3.2810  -0.533
44 C 0.2910 -0.9345 -2.0186  -0.077
45 N 0.4201 -2.0774 -1.1818  0.317
46 C 0.5891 -3.3645 -1.5415  0.022
47 C 0.8016 -4.0959 -0.3954  -1.612
48 C 0.7581 -3.1597 0.6354  -0.409
49 N 0.5261 -1.9436 0.1508  0.982
50 C 3.1658 0.7495 1.2329  0.305
51 C 4.4860 1.1775 1.3755  -0.398
52 N 2.5728 0.1555 2.3928  -0.043
53 C 3.0371 0.2287 3.6523  0.019
54 C 2.3227 -0.6577 4.4285  -1.507
55 C 1.4096 -1.2241 3.5499  -0.317
56 N 1.5590 -0.7302 2.3204  0.512
57 H 6.9372 2.8643 -0.2474  0.402
58 H 6.7876 2.6352 1.4936  0.384
59 H 7.3217 1.3046 0.4707  0.292
60 H 5.1201 2.1599 -1.7608  0.396
61 H 2.8685 1.3697 -2.0552  0.526
62 H 0.8331 2.3770 -2.0435  0.889
63 H -0.0977 2.1082 -4.3022  0.437
64 H -0.7787 0.6628 -6.1402  0.414
65 H -0.7301 -1.0919 -5.9618  0.368
66 H -2.1308 -0.1891 -5.3974  0.197
67 H -0.6241 -2.0652 -3.5901  0.431
68 H 0.6074 -3.6494 -2.5784  0.546
69 H 0.9988 -5.1503 -0.3212  0.489
70 H 0.9098 -3.3017 1.6920  0.534
71 H 4.9855 1.0472 2.3250  0.455
72 H 3.8427 0.8851 3.9221  0.464
73 H 2.4417 -0.8524 5.4788  0.469
74 H 0.6342 -1.9381 3.7637  0.500
75 C -3.2248 -0.8975 3.9831  -1.405
76 C -2.4849 -0.2465 2.8394  0.069
77 O -1.2317 -0.9277 2.6041  -0.082
78 H -4.1632 -0.3727 4.1628  0.407
79 H -2.6343 -0.8703 4.8985  0.335
80 H -3.4693 -1.9376 3.7518  0.356
81 H -2.2034 0.7791 3.0666  0.226
82 H -3.0781 -0.2585 1.9247  0.066
83 H -1.4322 -1.8631 2.4720  0.234

Output
* HOMO energy (spin up / spin down): -9.7 / -9.7 eV
* total charge: +1
* LUMO energy (spin up / spin down): -3.025 / -3.084 eV
* multiplicity: 2
* orbital gap (spin up / spin down): 6.70 / 6.62 eV

***

Record 2
C38H34ClN4O4Tl as an isolated structure, computed with the ωB97M-V functional and the def2-TZVPD basis.

Each line ends with the natural charge from an NBO analysis.
Atoms and positions in Å:
1 Tl 0.2303 -1.1894 -0.4283  0.844
2 C -0.7168 1.3154 3.2948  -0.632
3 C -0.4156 -0.1446 3.0777  0.005
4 C -1.4275 -1.0298 2.7251  -0.238
5 C -1.1620 -2.3738 2.4872  0.089
6 C -2.2590 -3.3110 2.0531  -0.651
7 C 0.1475 -2.8268 2.6201  -0.272
8 C 1.1775 -1.9731 2.9996  -0.001
9 C 2.5893 -2.4876 3.1172  -0.630
10 C 0.8797 -0.6353 3.2278  -0.246
11 H -0.9984 1.5039 4.3335  0.219
12 H -1.5417 1.6397 2.6603  0.227
13 H 0.1532 1.9345 3.0700  0.210
14 H -2.4329 -0.6544 2.5759  0.222
15 H -2.4066 -4.1085 2.7837  0.219
16 H -2.0188 -3.7799 1.0955  0.227
17 H -3.2014 -2.7771 1.9333  0.217
18 H 0.3734 -3.8701 2.4162  0.209
19 H 2.6490 -3.3167 3.8247  0.221
20 H 3.2677 -1.7057 3.4608  0.208
21 H 2.9541 -2.8548 2.1547  0.220
22 H 1.6735 0.0472 3.5163  0.199
23 C 0.8707 12.6469 -4.9643  -0.255
24 O 1.6188 12.1200 -3.8798  -0.486
25 C 1.4654 10.8038 -3.5928  0.316
26 C 2.2005 10.3265 -2.5097  -0.258
27 C 2.1071 9.0002 -2.1450  -0.180
28 C 1.2847 8.1169 -2.8462  -0.066
29 C 0.5564 8.6046 -3.9225  -0.152
30 C 0.6392 9.9363 -4.3017  -0.308
31 C 1.1616 6.6990 -2.4848  0.354
32 N 0.3748 5.8333 -3.0793  -0.477
33 C 0.5818 4.6468 -2.4180  0.177
34 C 1.4987 4.7964 -1.4151  0.080
35 N 1.8664 6.1219 -1.4630  -0.516
36 C 1.9183 3.7242 -0.5683  -0.106
37 C 2.8398 3.8386 0.4796  -0.149
38 C 3.1640 2.7293 1.2182  -0.252
39 C 2.5435 1.5163 0.9013  0.044
40 N 1.6613 1.3898 -0.0675  -0.444
41 C 1.3419 2.4615 -0.8095  0.242
42 C 0.3654 2.2782 -1.8883  0.216
43 N -0.1509 1.0478 -2.0731  -0.476
44 C -1.0527 0.8765 -3.0204  0.050
45 C -1.5017 1.9124 -3.8508  -0.233
46 C -0.9807 3.1669 -3.6793  -0.145
47 C -0.0211 3.3688 -2.6789  -0.119
48 H 1.1187 13.7020 -5.0202  0.204
49 H -0.2023 12.5358 -4.7946  0.179
50 H 1.1423 12.1611 -5.9038  0.179
51 H 2.8354 11.0153 -1.9683  0.229
52 H 2.6873 8.6635 -1.2935  0.194
53 H -0.0830 7.9211 -4.4659  0.238
54 H 0.0596 10.2821 -5.1446  0.224
55 H 2.5354 6.5814 -0.8726  0.416
56 H 3.2947 4.7971 0.7032  0.206
57 H 3.8749 2.7828 2.0315  0.224
58 H 2.7724 0.6152 1.4608  0.202
59 H -1.4306 -0.1336 -3.1387  0.229
60 H -2.2489 1.7079 -4.6058  0.227
61 H -1.2865 4.0077 -4.2892  0.235
62 C -6.9805 -1.1940 -2.6413  -0.633
63 C -5.9220 -1.5617 -3.6457  -0.051
64 C -6.0982 -1.2949 -4.9995  -0.225
65 C -5.1309 -1.6583 -5.9196  -0.041
66 Cl -5.3846 -1.3017 -7.6090  -0.018
67 C -3.9724 -2.3037 -5.5235  -0.255
68 C -3.7849 -2.5714 -4.1762  -0.176
69 C -4.7474 -2.1995 -3.2499  0.270
70 O -4.5479 -2.5100 -1.9258  -0.518
71 C -4.1297 -1.4237 -1.1154  -0.175
72 C -2.6130 -1.2970 -0.9933  0.747
73 O -1.8757 -1.9335 -1.7826  -0.789
74 O -2.2102 -0.4969 -0.1106  -0.799
75 H -7.9474 -1.0789 -3.1298  0.217
76 H -6.7510 -0.2539 -2.1339  0.219
77 H -7.0626 -1.9641 -1.8745  0.231
78 H -7.0031 -0.8076 -5.3409  0.220
79 H -3.2283 -2.5850 -6.2563  0.226
80 H -2.8850 -3.0457 -3.8108  0.245
81 H -4.5598 -1.5466 -0.1231  0.204
82 H -4.4930 -0.4746 -1.5239  0.192

Output
* HOMO energy: -8.0 eV
* total charge: 0
* LUMO energy: -0.102 eV
* orbital gap: 7.89 eV

***

Here are the calculated ΔE to the lowest compared entry with this formula, charge and spin numbers, same order: 0.509; 0.000 (eV).
Here are the calculated molar mass numbers, same order: 712.035; 850.550 (g mol⁻¹).